(1)
This record from OMol25 describes a 2-piece molecular cluster, C4H10N2O2 overall at a distorted geometry. The level of theory is wB97M-V/def2-TZVPD.

As for the multiplicity: 1. The value obtained for the HOMO energy is -8.82 eV. The value obtained for the frontier orbital gap is 9.7 eV. The SMILES is C/C=[N+](\[O-])O.[H]/N=C/C.

Last column: Löwdin charge in e.
Positions of all 18 atoms, in Å:
1 C -1.303 -1.824 -0.193  -0.085
2 C -1.895 -0.405 -0.073  -0.107
3 N -1.465 0.343 0.885  -0.402
4 O -0.886 -0.003 1.916  -0.025
5 O -1.811 1.668 0.818  0.039
6 H -2.142 -2.669 -0.062  0.105
7 H -0.510 -2.057 0.604  0.080
8 H -0.793 -2.022 -1.223  0.087
9 H -2.602 0.096 -0.787  0.142
10 H -1.963 1.861 1.767  0.137
11 H 0.245 2.654 -1.020  0.041
12 N 0.619 2.188 -0.213  0.073
13 C 1.149 1.121 -0.624  -0.289
14 C 1.868 0.448 0.551  -0.118
15 H 1.179 0.729 -1.629  0.102
16 H 3.051 0.399 0.427  0.101
17 H 1.740 1.037 1.504  0.088
18 H 1.716 -0.613 0.491  0.032

(2)
This record from OMol25 describes one molecule with the formula C4H10N2O2. The level of theory is wB97M-V/def2-TZVPD.

As for the multiplicity: 1. The value obtained for the HOMO energy is -9.58 eV. The value obtained for the frontier orbital gap is 10.2 eV. The SMILES is CNCCNC(=O)O.

Last column: Löwdin charge in e.
Positions of all 18 atoms, in Å:
1 C 1.989 1.783 1.164  -0.118
2 N 0.536 1.856 1.040  -0.123
3 C 0.099 1.925 -0.348  -0.245
4 C -0.028 0.559 -0.979  -0.199
5 N -0.781 -0.320 -0.103  0.069
6 C -0.788 -1.687 -0.168  -0.610
7 O -1.198 -2.391 0.714  0.099
8 O -0.239 -2.226 -1.293  0.097
9 H 2.308 2.013 2.176  0.077
10 H 2.545 2.379 0.441  0.075
11 H 2.286 0.739 1.022  0.079
12 H 0.089 2.623 1.515  0.102
13 H -0.836 2.488 -0.325  0.120
14 H 0.693 2.531 -1.037  0.113
15 H -0.539 0.676 -1.937  0.122
16 H 0.951 0.146 -1.125  0.112
17 H -0.737 -0.015 0.855  0.125
18 H -0.323 -1.659 -2.076  0.105

(3)
This record from OMol25 describes a 2-piece molecular cluster, C4H10N2O2 overall at a distorted geometry. The level of theory is wB97M-V/def2-TZVPD.

As for the multiplicity: 1. The value obtained for the HOMO energy is -9.62 eV. The value obtained for the frontier orbital gap is 10.6 eV. The SMILES is CC(N)=O.CC(N)=O.

Last column: Löwdin charge in e.
Positions of all 18 atoms, in Å:
1 C 2.809 1.268 -1.984  -0.014
2 C 1.446 0.938 -1.463  -0.571
3 N 0.780 2.067 -0.963  0.140
4 O 0.845 -0.106 -1.482  0.048
5 H 3.106 0.509 -2.716  0.087
6 H 3.586 1.057 -1.238  0.091
7 H 2.887 2.296 -2.302  0.074
8 H 0.104 1.811 -0.267  0.082
9 H 1.265 2.934 -0.846  0.081
10 C -2.166 -1.604 2.582  -0.021
11 C -1.419 -0.961 1.480  -0.599
12 N -1.663 -1.355 0.177  0.152
13 O -0.601 -0.078 1.687  0.023
14 H -2.467 -2.643 2.431  0.075
15 H -3.133 -1.105 2.650  0.090
16 H -1.538 -1.605 3.467  0.085
17 H -1.123 -0.758 -0.443  0.073
18 H -2.109 -2.219 -0.110  0.103

(4)
This record from OMol25 describes a 2-piece molecular cluster, C4H10N2O2 overall at a distorted geometry. The level of theory is wB97M-V/def2-TZVPD.

As for the multiplicity: 1. The value obtained for the HOMO energy is -9.52 eV. The value obtained for the frontier orbital gap is 10.1 eV. The SMILES is CC(N)=O.CC(N)=O.

Last column: Löwdin charge in e.
Positions of all 18 atoms, in Å:
1 C 1.753 -1.398 0.315  0.000
2 C 1.490 -1.190 1.790  -0.601
3 N 0.626 -0.180 2.070  0.173
4 O 1.965 -1.918 2.634  0.036
5 H 2.775 -1.097 0.121  0.084
6 H 1.084 -0.882 -0.362  0.057
7 H 1.648 -2.478 0.182  0.088
8 H 0.352 0.028 2.994  0.096
9 H 0.157 0.324 1.336  0.043
10 C -1.852 0.283 -0.551  -0.009
11 C -0.975 1.392 -1.045  -0.600
12 N -0.923 1.692 -2.358  0.160
13 O -0.220 1.964 -0.267  0.019
14 H -1.606 0.217 0.494  0.059
15 H -1.759 -0.678 -1.061  0.090
16 H -2.916 0.513 -0.635  0.088
17 H -0.114 2.221 -2.634  0.112
18 H -1.484 1.188 -3.024  0.106

(5)
This record from OMol25 describes C4H10N2O2 as an isolated structure at a distorted geometry. The level of theory is wB97M-V/def2-TZVPD.

As for the multiplicity: 1. The value obtained for the HOMO energy is -8.70 eV. The value obtained for the frontier orbital gap is 9.3 eV.

Last column: Löwdin charge in e.
Positions of all 18 atoms, in Å:
1 C 0.375 -1.418 -1.308  -0.031
2 C 0.299 0.099 -1.175  -0.446
3 O 0.892 0.790 -2.057  -0.006
4 H -1.213 0.061 -0.874  0.176
5 H -0.246 -1.711 -2.156  0.087
6 H 0.054 -1.962 -0.419  0.074
7 H 1.408 -1.715 -1.506  0.089
8 C 0.268 0.797 0.249  -0.564
9 N 1.128 0.226 1.261  0.110
10 N -1.539 -0.463 1.417  0.069
11 C -1.205 0.493 0.493  -0.170
12 O 0.451 2.175 0.089  0.015
13 H 1.030 2.220 -0.711  0.106
14 H 1.673 -0.569 0.944  0.082
15 H 1.823 0.903 1.572  0.094
16 H -0.807 -0.713 2.078  0.090
17 H -2.508 -0.549 1.696  0.099
18 H -1.884 1.338 0.408  0.128

(6)
This record from OMol25 describes one molecule with the formula C4H10N2O3 at a distorted geometry. The level of theory is wB97M-V/def2-TZVPD.

As for the multiplicity: 1. The value obtained for the HOMO energy is -8.95 eV. The value obtained for the frontier orbital gap is 9.8 eV. The SMILES is CC(=O)O[C@@](C)(N)NO.

Last column: Löwdin charge in e.
Positions of all 19 atoms, in Å:
1 C 1.671 2.147 -0.875  0.026
2 C 1.071 0.778 -0.675  -0.480
3 O 1.585 -0.222 -1.118  0.086
4 O 0.131 0.853 0.314  0.030
5 C -0.714 -0.288 0.513  -0.586
6 C 0.017 -1.365 1.308  0.006
7 N -1.820 0.222 1.254  0.112
8 N -1.081 -0.703 -0.881  -0.014
9 O -0.493 -1.919 -1.325  -0.079
10 H 1.939 2.274 -1.921  0.090
11 H 2.585 2.211 -0.286  0.095
12 H 0.984 2.918 -0.544  0.083
13 H 0.960 -1.618 0.833  0.079
14 H 0.204 -0.976 2.305  0.090
15 H -0.602 -2.257 1.372  0.089
16 H -2.282 0.975 0.762  0.091
17 H -2.481 -0.505 1.497  0.093
18 H -2.080 -0.881 -0.939  0.118
19 H 0.407 -1.644 -1.593  0.071

(7)
This record from OMol25 describes one molecule with the formula C4H10N2O3 at a distorted geometry. The level of theory is wB97M-V/def2-TZVPD.

As for the multiplicity: 1. The value obtained for the HOMO energy is -9.32 eV. The value obtained for the frontier orbital gap is 10.1 eV. The SMILES is N[C@]1(O)CO[C@](N)(O)C1.

Last column: Löwdin charge in e.
Positions of all 19 atoms, in Å:
1 N -1.602 -1.338 1.165  0.100
2 C -0.815 -0.324 0.504  -0.582
3 O -1.187 0.937 1.030  0.003
4 C -0.992 -0.379 -1.033  -0.179
5 O 0.083 0.311 -1.594  -0.125
6 C 1.301 0.444 -0.436  -0.543
7 N 1.580 1.754 -0.090  0.158
8 O 2.257 -0.163 -1.177  0.029
9 C 0.713 -0.408 0.677  -0.011
10 H -1.419 -1.337 2.163  0.088
11 H -1.409 -2.263 0.801  0.083
12 H -2.148 1.010 0.965  0.107
13 H -1.012 -1.433 -1.352  0.125
14 H -1.943 0.086 -1.321  0.127
15 H 0.860 2.164 0.491  0.095
16 H 1.787 2.339 -0.891  0.107
17 H 1.871 0.060 -2.091  0.151
18 H 1.021 -0.029 1.649  0.133
19 H 1.054 -1.433 0.540  0.135

(8)
This record from OMol25 describes one molecule with the formula C4H10N2O3 at a distorted geometry. The level of theory is wB97M-V/def2-TZVPD.

As for the multiplicity: 1. The value obtained for the HOMO energy is -9.49 eV. The value obtained for the frontier orbital gap is 10.1 eV. The SMILES is CC(O)(O)CNC(N)=O.

Last column: Löwdin charge in e.
Positions of all 19 atoms, in Å:
1 C 1.957 -0.884 -0.048  0.000
2 C 1.230 0.378 0.400  -0.645
3 O 1.853 0.794 1.596  0.012
4 O 1.309 1.401 -0.567  0.016
5 C -0.272 0.156 0.665  -0.135
6 N -0.955 -0.630 -0.354  0.000
7 C -2.410 -0.524 -0.341  -0.616
8 N -2.641 0.491 -1.197  0.146
9 O -3.159 -1.333 0.148  0.071
10 H 3.020 -0.670 -0.148  0.091
11 H 1.563 -1.220 -1.004  0.086
12 H 1.835 -1.666 0.698  0.093
13 H 1.443 1.616 1.892  0.107
14 H 2.235 1.529 -0.807  0.105
15 H -0.370 -0.308 1.654  0.136
16 H -0.748 1.139 0.690  0.131
17 H -0.710 -1.614 -0.271  0.127
18 H -1.600 0.704 -1.486  0.167
19 H -3.582 0.642 -1.521  0.108

(9)
This record from OMol25 describes a 2-piece molecular cluster, C4H10N2O4S2 overall at a distorted geometry. The level of theory is wB97M-V/def2-TZVPD.

As for the multiplicity: 1. The value obtained for the HOMO energy (alpha / beta) is -8.92 / -8.92 eV. The value obtained for the frontier orbital gap (alpha / beta) is 8.9 / 8.9 eV.

Last column: Löwdin charge in e.
Positions of all 22 atoms, in Å:
1 C 1.338 -0.335 1.464  -0.110
2 C -1.449 2.280 -0.448  -0.108
3 C -0.122 -2.618 -0.339  -0.118
4 C 0.302 0.029 0.409  -0.427
5 N 0.972 0.406 -2.222  0.065
6 N 1.295 -0.325 -1.358  0.070
7 O -0.145 2.103 1.951  -0.317
8 O 1.213 2.430 -0.132  -0.331
9 O -2.085 -0.835 -0.623  -0.333
10 O -1.294 -1.504 1.720  -0.322
11 S 0.071 1.860 0.543  0.627
12 S -1.059 -1.242 0.329  0.653
13 H 0.802 -0.951 2.184  0.083
14 H 1.608 0.664 1.913  0.087
15 H 2.205 -0.624 0.891  0.075
16 H -1.372 3.405 -0.805  0.125
17 H -1.383 1.582 -1.236  0.004
18 H -2.265 1.924 0.153  0.051
19 H -0.489 -3.660 -0.020  0.124
20 H -0.379 -2.593 -1.327  0.026
21 H 0.779 -2.387 0.041  -0.002
22 H 1.456 0.390 -3.087  0.078

(10)
This record from OMol25 describes an isolated ion of composition C4H10N2OS and charge -1. The level of theory is wB97M-V/def2-TZVPD.

As for the multiplicity: 2. The value obtained for the HOMO energy (alpha / beta) is 0.76 / -5.28 eV. The value obtained for the frontier orbital gap (alpha / beta) is 2.6 / 8.6 eV. Its expectation value of S² is 0.751. The total charge is -1.

Last column: Löwdin charge in e.
Positions of all 18 atoms, in Å:
1 O 0.792 1.542 -1.795  0.012
2 C 0.750 0.711 -0.902  -0.542
3 N -0.371 0.015 -0.621  0.060
4 C -0.674 -0.658 0.649  -0.363
5 C -1.996 -1.401 0.511  -0.728
6 S -3.441 -0.379 0.913  0.327
7 C 2.012 0.360 -0.132  -0.221
8 N 2.901 1.494 0.076  -0.012
9 H -1.192 0.412 -1.059  0.111
10 H -0.640 0.061 1.480  0.097
11 H 0.110 -1.375 0.891  0.091
12 H -2.067 -2.276 1.146  0.032
13 H -2.024 -1.726 -0.543  0.035
14 H -4.031 -0.382 -0.348  -0.242
15 H 2.562 -0.393 -0.722  0.123
16 H 1.826 -0.131 0.822  0.092
17 H 3.139 1.873 -0.835  0.058
18 H 2.344 2.253 0.467  0.068

For the records above, the corresponding ΔE to the lowest compared entry with this formula, charge and spin values read 151.8 32.3 13.6 10.4 91.0 48.8 30.4 22.0 72.0 28.7 kcal/mol.